The following is a quantum chemistry calculation of a cluster of 6 separate species, C25H66NO17P2S5 in total, from OMol25.

Each line ends with the Löwdin charge.
Element x y z (Å)
C1 -5.4425 -6.0820 -6.8616  -0.134
O1 -4.9936 -4.8806 -6.2858  -0.187
C2 -3.6196 -4.5358 -6.5123  -0.219
C3 -2.6951 -5.6198 -7.0016  -0.211
C4 -1.2601 -5.0651 -7.0645  -0.203
C5 -0.1608 -6.1135 -6.8175  -0.277
C6 0.7789 -6.3472 -7.9970  -0.388
P1 -0.0332 -7.4463 -9.3605  0.320
C7 -0.0910 -5.9572 -10.6320  -0.332
C8 -1.1611 -5.9620 -11.6398  -0.573
C9 -2.5446 -5.5586 -11.1530  -0.058
N1 -0.9600 -6.2604 -12.8482  0.091
P2 -0.8305 -8.9637 -10.8374  0.671
C10 -0.4618 -10.5649 -9.9800  -0.400
O2 -2.5436 -8.9397 -10.7434  -0.429
H1 -5.2820 -6.1321 -7.9321  0.084
H2 -6.5156 -6.1112 -6.7095  0.078
H3 -5.0434 -6.9609 -6.3711  0.081
H4 -3.5698 -3.6853 -7.1925  0.123
H5 -3.2386 -4.1789 -5.5589  0.098
H6 -2.6786 -6.4825 -6.3551  0.110
H7 -2.9415 -5.9189 -8.0061  0.077
H8 -1.1981 -4.3268 -6.2684  0.076
H9 -1.1159 -4.5196 -7.9903  0.097
H10 -0.6170 -7.0714 -6.5791  0.082
H11 0.4303 -5.7753 -5.9718  0.078
H12 1.6124 -6.9384 -7.6267  0.048
H13 1.2038 -5.4235 -8.3861  0.059
H14 -1.3886 -7.1512 -8.8941  -0.020
H15 0.0702 -8.5526 -8.3711  -0.049
H16 1.3298 -7.7941 -9.8342  -0.032
H17 -0.2683 -5.0778 -10.0216  0.042
H18 0.8589 -5.7940 -11.1235  0.068
H19 -2.4375 -4.8379 -10.3504  0.055
H20 -3.1333 -6.4051 -10.8225  0.057
H21 -3.0464 -5.0412 -11.9597  0.061
H22 -1.8376 -6.2160 -13.3646  0.029
H23 -1.0610 -11.3336 -10.4596  -0.001
H24 -0.7691 -10.5482 -8.9361  0.003
H25 0.5787 -10.8285 -10.0889  0.012
H26 -2.8303 -9.8314 -10.9924  0.006
O3 0.1093 -3.9659 -4.0152  -0.262
S1 -0.4782 -3.1312 -3.0183  0.565
O4 -0.8644 -1.7876 -3.3243  -0.280
O5 0.4660 -3.1210 -1.7332  -0.265
C11 1.8535 -2.7803 -1.9281  -0.251
C12 2.0544 -1.2921 -2.1287  -0.080
C13 -1.8437 -3.9660 -2.2855  -0.115
H27 2.2633 -3.3548 -2.7606  0.116
H28 2.3627 -3.1100 -1.0242  0.119
H29 1.6178 -0.9600 -3.0698  0.073
H30 3.1175 -1.0514 -2.1444  0.085
H31 1.5775 -0.7257 -1.3306  0.068
H32 -1.5377 -4.9750 -2.0243  0.077
H33 -2.6391 -3.9899 -3.0279  0.067
H34 -2.1633 -3.4109 -1.4076  0.073
O6 1.8035 1.8848 -1.2551  -0.276
S2 1.0642 3.0968 -1.4239  0.569
O7 1.7395 4.3558 -1.4922  -0.278
O8 -0.0623 3.1673 -0.3007  -0.263
C14 0.3492 3.0141 1.0730  -0.249
C15 0.9992 4.2631 1.6315  -0.075
C16 -0.0107 2.9381 -2.8081  -0.114
H35 1.0063 2.1481 1.1673  0.115
H36 -0.5622 2.7907 1.6244  0.120
H37 1.9544 4.4599 1.1447  0.074
H38 1.1808 4.1543 2.6990  0.056
H39 0.3623 5.1333 1.4657  0.088
H40 -0.5429 1.9934 -2.7336  0.077
H41 0.6117 2.9540 -3.6999  0.079
H42 -0.6987 3.7791 -2.8137  0.074
O9 1.3046 7.1736 5.3355  -0.277
S3 2.4489 6.4006 4.9595  0.567
O10 2.3174 5.0238 4.5929  -0.282
O11 3.5579 6.5372 6.0871  -0.255
C17 3.1741 6.2243 7.4467  -0.260
C18 3.0899 4.7323 7.6954  -0.062
C19 3.3242 7.2405 3.6839  -0.117
H43 2.2356 6.7232 7.6879  0.088
H44 3.9433 6.6666 8.0754  0.112
H45 2.2719 4.2823 7.1363  0.058
H46 2.9180 4.5411 8.7542  0.082
H47 4.0112 4.2358 7.3879  0.085
H48 3.4568 8.2785 3.9747  0.074
H49 2.7211 7.1709 2.7809  0.073
H50 4.2813 6.7481 3.5351  0.077
O12 -0.0812 1.4043 8.8698  -0.264
S4 -0.7751 2.6354 8.6566  0.568
O13 -0.0604 3.8719 8.5737  -0.283
O14 -1.9079 2.7916 9.7626  -0.263
C20 -1.5112 2.6566 11.1433  -0.247
C21 -0.7313 3.8676 11.6103  -0.081
C22 -1.8330 2.4869 7.2583  -0.116
H51 -0.9352 1.7407 11.2843  0.116
H52 -2.4390 2.5480 11.7019  0.121
H53 0.2299 3.9132 11.1019  0.063
H54 -0.5432 3.8283 12.6830  0.087
H55 -1.2658 4.7894 11.3811  0.079
H56 -2.4031 1.5665 7.3458  0.076
H57 -1.1955 2.4591 6.3772  0.079
H58 -2.4875 3.3535 7.2216  0.075
O15 1.2437 6.4993 11.6860  -0.271
S5 1.3837 7.5194 10.6934  0.583
O16 2.5028 7.5115 9.8035  -0.277
O17 1.2911 8.9418 11.4053  -0.258
C23 2.1739 9.1919 12.5161  -0.253
C24 3.5929 9.4903 12.0728  -0.072
C25 -0.0978 7.6339 9.7519  -0.104
H59 2.1413 8.3504 13.2101  0.114
H60 1.7544 10.0549 13.0295  0.121
H61 4.0604 8.6145 11.6249  0.071
H62 4.1950 9.7983 12.9279  0.081
H63 3.6021 10.2848 11.3268  0.085
H64 -0.9440 7.6705 10.4324  0.076
H65 -0.1478 6.7430 9.1270  0.070
H66 -0.0507 8.5261 9.1335  0.080

Atoms 1-2, force components in eV/Å:
C -0.502 0.225 0.073
O 0.209 0.077 0.028

The value obtained for the HOMO energy is -2.8 eV. Its charge is -1. The calculation puts the frontier orbital gap at 4.0 eV. The value obtained for the maximum force is 0.032 Eh/bohr.

---

The following is a quantum chemistry calculation of a structure of composition C25H67CuO9, from OMol25.

Each line ends with the Löwdin charge.
Element x y z (Å)
Cu1 13.0090 8.6757 11.0551  0.470
C1 14.0316 11.2942 10.8183  -0.107
O1 13.1136 10.3917 11.6767  -0.445
H1 13.6737 12.3368 10.8672  0.058
H2 15.0765 11.2491 11.1687  0.044
H3 13.9801 11.0896 9.7532  0.036
C2 12.2053 12.7579 15.5601  -0.055
C3 12.1161 11.6321 14.5767  -0.452
C4 11.0866 10.5451 14.8869  -0.050
O2 12.0205 12.1650 13.2026  -0.120
H4 13.0503 13.4089 15.2871  0.081
H5 12.2564 12.4094 16.5996  0.082
H6 11.3069 13.3836 15.5379  0.086
H7 13.0406 11.0757 14.5929  0.106
H8 11.1356 9.7755 14.1351  0.058
H9 10.0506 10.9021 14.8570  0.079
H10 11.1722 10.1407 15.9287  0.092
H11 12.4392 11.4494 12.6091  0.029
C5 16.2236 7.3116 12.3450  -0.055
C6 15.2868 7.5023 13.5323  -0.472
C7 15.3076 8.9352 14.0720  -0.037
O3 13.9892 7.0745 13.1123  -0.067
H12 15.9755 7.9290 11.4882  0.056
H13 16.3303 6.2722 12.0055  0.089
H14 17.1877 7.6560 12.7407  0.087
H15 15.6557 6.7985 14.2803  0.131
H16 14.5866 9.1457 14.8836  0.085
H17 15.0612 9.6170 13.2766  0.055
H18 16.3321 9.0587 14.4461  0.087
H19 13.3088 7.3494 13.7125  0.079
C8 14.3946 12.0862 7.3568  -0.051
C9 12.8898 12.3605 7.5825  -0.467
C10 12.6185 13.8506 7.3202  -0.061
O4 11.9867 11.4697 6.9001  -0.021
H20 14.8251 11.0979 7.5202  0.054
H21 14.9117 12.7649 8.0815  0.086
H22 14.6576 12.3648 6.3313  0.081
H23 12.6672 12.2914 8.6281  0.084
H24 13.0904 14.4878 8.0799  0.073
H25 11.5403 14.0695 7.3467  0.072
H26 13.0214 14.1922 6.3111  0.099
H27 11.1692 11.5111 7.3229  0.022
C11 15.9629 13.6105 12.1296  -0.042
C12 16.8705 14.8493 11.8652  -0.479
C13 16.1389 16.1295 11.5074  -0.050
O5 17.7813 15.0704 12.9492  -0.058
H28 15.2848 13.5399 11.2884  0.053
H29 15.3901 13.8175 13.0263  0.077
H30 16.6438 12.7741 12.3095  0.073
H31 17.6108 14.6139 11.1136  0.123
H32 16.8854 16.8731 11.3493  0.072
H33 15.4482 16.3941 12.2949  0.075
H34 15.4835 16.0622 10.6503  0.071
H35 17.2383 15.3612 13.6882  0.082
C14 17.8028 11.2566 9.9262  -0.055
C15 18.6928 10.2843 9.1532  -0.490
C16 17.9168 9.0928 8.6047  -0.056
O6 19.3972 10.8939 8.0558  -0.048
H36 18.4214 11.9020 10.5988  0.089
H37 17.1201 10.6878 10.5461  0.050
H38 17.2239 11.8537 9.1669  0.100
H39 19.4491 9.8545 9.8303  0.135
H40 18.6096 8.4002 8.1541  0.080
H41 17.1716 9.3561 7.8912  0.064
H42 17.4679 8.5493 9.4300  0.061
H43 19.9120 11.5683 8.5167  0.086
C17 12.0277 7.9230 8.2093  -0.050
C18 13.2301 7.0956 8.6356  -0.396
C19 14.5605 7.8058 8.2689  -0.042
O7 13.1162 6.9880 10.0994  -0.113
H44 11.0749 7.4666 8.5197  0.090
H45 12.0321 7.9492 7.0894  0.107
H46 12.1385 8.9464 8.5228  0.052
H47 13.1900 6.0869 8.1846  0.145
H48 14.6267 8.6678 8.9247  0.055
H49 14.4907 8.2310 7.2599  0.093
H50 15.4823 7.2534 8.3920  0.071
H51 13.8857 6.5210 10.4424  0.096
C20 10.2302 15.2260 10.0679  -0.049
C21 11.1406 14.5239 11.0816  -0.531
C22 12.0768 15.4664 11.7384  -0.065
O8 10.3414 13.8021 12.0086  -0.061
H52 9.4667 14.5173 9.6960  0.071
H53 10.7333 15.6578 9.2064  0.066
H54 9.7601 16.0413 10.5791  0.069
H55 11.6845 13.8006 10.5050  0.103
H56 12.8194 14.8516 12.3181  0.077
H57 11.6035 16.1346 12.4715  0.087
H58 12.6420 16.1163 11.0110  0.091
H59 10.8848 13.1006 12.4199  0.029
C23 8.9609 11.5556 9.2410  -0.057
C24 9.3287 10.4783 10.1908  -0.486
C25 8.6563 9.1808 9.8520  -0.054
O9 10.7470 10.3453 10.0493  -0.083
H60 9.0268 11.1674 8.2199  0.088
H61 9.5862 12.3838 9.4352  0.040
H62 7.9134 11.9163 9.3557  0.104
H63 9.1617 10.7938 11.2194  0.145
H64 8.9373 8.8475 8.8512  0.075
H65 7.5643 9.2920 9.8358  0.088
H66 8.9457 8.3835 10.5353  0.079
H67 11.2403 10.6804 10.8093  0.049

Atoms 1-2, force components in eV/Å:
Cu 0.068 -0.135 -0.130
C -1.481 -0.965 1.420

The value obtained for the HOMO energy is -8.6 eV. Its charge is 0. The calculation puts the frontier orbital gap at 8.9 eV. The value obtained for the maximum force is 0.067 Eh/bohr.

---

> The highest charge belongs to which entry?

C25H67CuO9

---

> maximum force of number 1 (C25H66NO17P2S5)?

0.032 Eh/bohr

---

> Number 1 is which compound?

C25H66NO17P2S5

---

> charge of number 1 (C25H66NO17P2S5)?

-1